No. 1
The following is a DFT calculation (the ωB97M-V functional and the def2-TZVPD basis) of a structure of composition C29H34N6RuS.

The expectation value of S² is 8.853. Its total charge is +1. Its spin multiplicity is 6. The value obtained for the orbital gap (spin up / spin down) is 5.7 / 5.7 eV.

Last column: Löwdin spin population.
Positions of all 71 atoms, in Å:
Ru: 0.26641 0.93032 0.19733  2.30
C: -1.49019 2.19689 -3.40388  0.00
C: -2.04297 1.14817 -2.39243  0.01
C: -2.63451 1.61007 -1.05674  0.03
N: -1.82329 1.11975 0.12776  0.31
C: -2.39116 1.00134 1.30426  0.23
C: -3.54153 1.83447 1.72647  0.25
C: -4.36928 1.74248 2.82153  0.03
C: -4.32934 0.82084 3.90119  0.38
C: -3.17478 0.14525 4.27699  0.05
C: -2.06544 -0.10992 3.62854  0.22
C: -1.62063 0.29158 2.21058  0.24
N: -0.36460 -0.06910 1.82638  0.27
C: 0.39393 -1.19484 2.67531  0.02
C: 1.85499 -1.37193 2.11836  0.00
C: 2.57809 -0.11269 1.87596  0.01
N: 2.21818 0.63840 0.60756  0.01
C: 2.98716 1.45997 0.08627  0.01
C: 4.31263 1.82194 0.59414  0.07
C: 5.40392 2.29081 -0.12222  0.00
C: 5.63339 2.53431 -1.44453  0.08
C: 4.65363 2.89814 -2.30983  -0.01
C: 3.18329 2.99253 -2.03959  0.15
C: 2.49485 2.20680 -1.09679  -0.01
N: 1.13343 2.19610 -1.16015  0.16
C: 0.43568 3.13136 -1.99681  0.02
C: 0.05456 2.55595 -3.34059  0.01
H: -1.69895 1.73744 -4.38566  0.00
H: -2.12695 3.11545 -3.39250  0.00
H: -2.81536 0.63101 -2.93424  0.00
H: -1.43259 0.21551 -2.25466  0.00
H: -2.79866 2.71446 -1.12855  0.01
H: -3.59002 1.14124 -1.06373  0.00
H: -3.71700 2.74379 1.15804  0.01
H: -5.18902 2.48125 3.00009  0.00
H: -4.99708 1.15587 4.70747  0.02
H: -3.23911 -0.42186 5.27162  0.00
H: -1.28316 -0.55652 4.27254  0.01
H: 0.56466 -0.72722 3.64330  0.00
H: -0.25283 -2.07645 2.79928  0.01
H: 2.38438 -2.00194 2.84405  0.00
H: 1.96016 -1.95675 1.22960  0.00
H: 2.39908 0.50920 2.72789  0.00
H: 3.66399 -0.28368 1.77316  0.00
H: 4.49943 1.79033 1.66478  0.00
H: 6.19958 2.58066 0.51549  0.00
H: 6.65961 2.80587 -1.81660  0.00
H: 4.92625 3.37171 -3.30029  0.00
H: 2.52286 3.41818 -2.82671  0.01
H: -0.33993 3.69094 -1.47459  0.00
H: 1.13624 4.00442 -2.17657  0.00
H: 0.28113 3.29966 -4.07566  0.00
H: 0.69403 1.67519 -3.53072  0.00
N: 1.04799 -2.84644 -3.57339  0.01
C: 0.59376 -2.91047 -2.26734  0.02
S: 1.01954 -1.59415 -1.22719  0.06
N: -0.00078 -4.00652 -1.83407  0.01
C: -0.76686 -4.10485 -0.59849  0.00
C: -0.57717 -5.24378 0.16763  0.00
C: -1.20933 -5.43515 1.33368  0.00
C: -2.13974 -4.49087 1.79268  0.00
C: -2.44732 -3.42842 0.97654  0.00
C: -1.77636 -3.20435 -0.24327  0.00
H: 1.60639 -2.03094 -3.79912  0.00
H: 1.19648 -3.69842 -4.06261  0.00
H: -0.04676 -4.83631 -2.47451  0.00
H: 0.20353 -5.92266 -0.17039  0.00
H: -0.97279 -6.28433 1.92832  0.00
H: -2.71515 -4.72305 2.68267  0.00
H: -3.27175 -2.74665 1.25538  0.00
H: -1.91087 -2.25944 -0.74844  0.00

Cartesian forces, eV/Å:
Ru -0.743 -0.897 -0.578
C 0.705 -0.552 -0.387
C 0.770 -0.723 -0.379
C 1.290 0.240 0.071
N 0.085 1.601 -3.834
C -0.569 0.607 1.654
C -1.410 0.534 0.588
C -0.146 0.122 -0.565
C -0.711 1.934 0.288
C -1.506 -2.284 2.749
C 3.209 0.014 -1.634
C 0.728 -1.484 2.670
N 0.141 -1.946 1.613
C 0.290 2.524 -1.690
C -1.529 -1.647 0.162
C 1.442 1.229 -1.171
N -3.118 -2.542 3.135
C 4.558 2.638 -2.348
C 0.368 0.490 -0.856
C -1.347 -0.793 2.493
C 1.077 1.414 -2.582
C -3.161 1.516 -1.195
C 2.526 -1.838 -0.559
C -0.900 1.249 -0.473
N -0.740 -0.842 1.848
C 1.741 2.077 -0.278
C -1.829 -0.812 0.483
H 0.283 0.348 0.168
H 0.604 -0.534 0.255
H -0.958 0.249 -0.286
H 0.493 1.161 0.162
H 0.267 -0.678 0.575
H -0.948 -0.202 0.767
H 0.174 -0.275 -0.351
H 0.961 -0.355 -0.835
H 0.024 -0.907 -0.291
H 0.110 1.287 -1.198
H -0.563 0.135 -0.895
H -0.180 -0.157 0.236
H 0.522 0.181 -0.428
H 0.069 0.493 0.207
H -0.666 -0.517 -0.721
H 0.117 0.999 0.451
H -0.407 -0.161 0.346
H -0.361 -0.234 -0.143
H 0.939 -0.164 0.564
H -0.965 -0.706 0.739
H -0.143 -0.791 1.249
H 1.303 -0.359 0.610
H -0.578 -0.803 0.232
H -0.841 -0.784 0.187
H -0.029 0.339 -0.754
H -0.448 0.237 -0.009
N -0.763 0.228 1.855
C 1.441 1.734 -0.576
S -0.352 -0.370 -0.714
N -0.963 -1.333 -0.405
C -0.674 0.239 -0.620
C 1.881 0.085 -1.724
C -1.099 0.579 1.599
C -0.162 -1.078 -0.443
C -0.607 0.975 -0.452
C 0.870 -0.191 0.905
H -0.089 -0.427 0.119
H 0.106 -0.448 -0.597
H -0.079 1.211 0.933
H -0.193 -0.114 0.125
H 0.049 -0.598 0.372
H 0.151 0.333 0.039
H 0.669 -0.312 -0.120
H -0.189 -0.139 -0.351

***

No. 2
The following is a DFT calculation (the ωB97M-V functional and the def2-TZVPD basis) of a cluster of 9 separate species, C36H45N9 in total.

As for the SMILES: c1cc[nH]c1.c1cc[nH]c1.c1cc[nH]c1.c1cc[nH]c1.c1cc[nH]c1.c1cc[nH]c1.c1cc[nH]c1.c1cc[nH]c1.c1cc[nH]c1. The value obtained for the orbital gap is 8.2 eV.

Last column: Mulliken charge in e.
Positions of all 90 atoms, in Å:
C: -10.38092 18.66578 -19.45037  -0.45
C: -10.42015 20.01274 -19.11029  -0.27
C: -9.15495 20.41017 -18.81319  -0.54
N: -8.35670 19.35239 -19.10054  -0.03
C: -9.08229 18.24199 -19.46684  -0.57
H: -11.25519 18.06778 -19.66117  0.39
H: -11.28159 20.64122 -18.93898  0.44
H: -8.81519 21.28975 -18.28659  0.45
H: -7.35354 19.37253 -18.98501  0.19
H: -8.62464 17.29093 -19.69582  0.39
C: -9.86158 31.21391 -14.06939  -0.43
C: -10.89686 32.13181 -13.82745  -0.25
C: -10.70594 32.84430 -12.62072  -0.54
N: -9.46248 32.39467 -12.22649  -0.05
C: -8.92325 31.42046 -13.05940  -0.54
H: -9.84193 30.65727 -14.99469  0.44
H: -11.65472 32.35973 -14.56236  0.41
H: -11.21188 33.69837 -12.19528  0.34
H: -8.88664 32.91074 -11.57673  0.23
H: -7.96518 31.00087 -12.79022  0.38
C: -13.01235 25.02866 -10.70834  -0.37
C: -12.60080 25.61472 -11.92728  -0.58
C: -11.99996 26.77691 -11.53703  -0.43
N: -11.90419 26.84253 -10.18970  0.01
C: -12.51085 25.74857 -9.66733  -0.49
H: -13.67346 24.19397 -10.52772  0.38
H: -12.77040 25.30841 -12.94895  0.43
H: -11.58261 27.56387 -12.14769  0.47
H: -11.46560 27.64165 -9.75479  0.20
H: -12.55898 25.56365 -8.60437  0.37
C: -9.90841 22.18956 -25.53704  -0.47
C: -8.67044 22.72758 -25.29605  -0.38
C: -8.24574 22.31625 -24.04585  -0.54
N: -9.22072 21.45620 -23.60051  0.04
C: -10.32267 21.53323 -24.39614  -0.37
H: -10.61261 22.36521 -26.33682  0.37
H: -8.20552 23.44791 -25.95284  0.38
H: -7.40253 22.58382 -23.42633  0.40
H: -9.15409 20.92591 -22.74351  0.17
H: -11.26238 21.09130 -24.09940  0.39
C: -18.03218 24.30798 -14.78812  -0.33
C: -18.49749 24.29667 -13.49878  -0.37
C: -17.94746 25.36137 -12.77681  -0.48
N: -17.02143 25.96935 -13.60936  0.00
C: -17.15679 25.40981 -14.86568  -0.56
H: -18.31300 23.57715 -15.53205  0.38
H: -19.07670 23.53254 -13.00178  0.36
H: -18.11439 25.72139 -11.77235  0.38
H: -16.45666 26.79252 -13.45604  0.21
H: -16.46068 25.70089 -15.63840  0.41
C: -15.04722 30.73066 -17.67387  -0.66
C: -13.93879 29.86820 -17.65462  -0.23
C: -13.26732 29.92917 -18.86586  -0.56
N: -13.99472 30.75662 -19.65574  -0.01
C: -15.11962 31.13188 -19.00092  -0.37
H: -15.81129 30.81217 -16.91494  0.39
H: -13.57965 29.23793 -16.85451  0.44
H: -12.38751 29.41112 -19.21795  0.42
H: -13.77378 31.07048 -20.58997  0.19
H: -15.85227 31.70445 -19.55027  0.39
C: -16.18889 25.20610 -20.31944  -0.29
C: -15.31009 24.20871 -20.82217  -0.45
C: -14.65588 24.76707 -21.88632  -0.57
N: -15.05477 26.07249 -22.05818  0.02
C: -16.06704 26.33607 -21.17166  -0.63
H: -16.81418 25.04605 -19.45355  0.47
H: -15.30059 23.20179 -20.43174  0.40
H: -13.89093 24.36433 -22.53368  0.45
H: -14.66062 26.66156 -22.77772  0.21
H: -16.45564 27.34277 -21.21571  0.38
C: -9.58149 25.90165 -17.13936  -0.21
C: -8.32608 25.91951 -17.73567  -0.42
C: -8.45408 25.41313 -19.04335  -0.52
N: -9.76604 25.13977 -19.20772  0.02
C: -10.45843 25.37221 -18.02664  -0.79
H: -9.77666 26.35638 -16.17940  0.47
H: -7.41059 26.14924 -17.21077  0.37
H: -7.72066 25.17791 -19.80042  0.41
H: -10.14057 24.59852 -19.97379  0.22
H: -11.53497 25.30110 -17.97747  0.44
C: -4.58410 26.91443 -24.22270  -0.41
C: -3.41681 26.16996 -23.86744  -0.42
C: -2.38463 26.62793 -24.65939  -0.49
N: -2.90317 27.54585 -25.54990  -0.01
C: -4.25113 27.75051 -25.29692  -0.37
H: -5.59170 26.83049 -23.84309  0.39
H: -3.40384 25.43629 -23.07499  0.38
H: -1.34564 26.36997 -24.80220  0.36
H: -2.34642 27.98421 -26.26959  0.20
H: -4.75646 28.48252 -25.90946  0.37

Cartesian forces, eV/Å:
C -0.995 -1.292 -0.800
C -0.830 1.177 0.931
C 0.102 0.082 -0.106
N 1.683 -0.529 0.401
C 0.099 0.809 0.132
H 0.139 -0.079 -0.104
H -0.109 -0.215 -0.109
H 0.202 0.025 -0.418
H -0.250 -0.128 0.009
H -0.031 0.209 0.014
C 0.624 0.841 0.517
C -1.214 1.235 0.751
C 1.428 -1.610 -2.627
N 0.526 0.119 0.661
C -1.249 0.670 0.113
H 0.402 -0.347 0.357
H -0.351 -0.243 0.270
H 0.139 -0.242 0.062
H -0.196 -0.383 0.166
H -0.124 -0.067 -0.272
C -0.418 -1.317 0.395
C -0.533 0.616 0.337
C 0.935 0.592 -1.361
N 0.410 0.802 -0.309
C -0.327 0.063 0.799
H 0.282 -0.264 -0.332
H -0.133 -0.041 0.200
H 0.055 -0.037 0.042
H -0.196 -0.497 0.327
H -0.096 0.112 -0.132
C -3.008 -0.220 0.335
C 1.797 1.155 0.173
C -0.241 -0.567 -0.705
N -0.017 0.795 1.529
C 0.712 -1.041 -0.618
H 0.370 0.199 -0.229
H 0.308 -0.146 0.152
H 0.064 -0.258 -0.278
H -0.193 0.301 -0.033
H 0.190 -0.227 -0.252
C 1.311 1.363 -1.007
C -0.380 0.641 2.877
C 0.707 -0.406 -0.626
N -1.489 -0.459 -0.970
C 0.421 -1.175 0.121
H 0.287 0.294 -0.203
H -0.362 0.125 -0.276
H 0.101 -0.235 -0.073
H -0.318 -0.193 0.267
H -0.245 0.042 -0.108
C -0.615 -0.878 -1.472
C 1.700 -0.537 0.214
C -0.147 -0.221 0.798
N -0.307 -0.211 -0.734
C -0.498 1.453 0.509
H 0.095 0.174 -0.135
H -0.151 0.174 0.175
H -0.053 0.167 0.109
H -0.002 -0.309 0.246
H -0.009 0.170 0.300
C -0.035 1.272 -1.316
C -0.564 0.645 0.025
C 0.923 -0.079 -0.391
N -0.245 -1.462 0.141
C 0.601 -0.542 1.132
H -0.194 0.392 -0.214
H 0.420 0.057 -0.216
H -0.075 -0.071 0.058
H -0.423 0.011 0.290
H -0.374 -0.226 0.513
C -0.137 0.473 0.735
C 1.349 -0.684 -1.454
C 0.599 0.566 1.690
N -1.071 -0.744 0.287
C -0.606 0.280 -1.071
H -0.268 -0.359 0.031
H 0.046 0.230 -0.323
H -0.096 0.129 0.084
H 0.036 0.267 0.097
H 0.118 -0.179 -0.100
C 0.149 0.708 -1.515
C -0.220 0.688 0.029
C -0.415 0.031 -0.793
N -0.348 -0.179 0.678
C 1.104 -0.755 0.612
H 0.184 -0.093 0.194
H 0.310 0.045 -0.133
H -0.116 -0.243 0.425
H -0.317 -0.004 0.215
H -0.337 -0.203 0.291